Entry 1:
Density functional theory data (the ωB97M-V functional and the def2-TZVPD basis) for a structure of composition CH13NSi4.

Element x y z (Å)
C1 -2.2367 0.0901 -0.6073
N1 0.4309 0.4490 0.6285
Si1 -0.2739 0.9396 2.1173
Si2 2.1921 0.7603 0.5855
Si3 0.2969 -2.0307 -1.6486
Si4 -0.4078 0.1174 -0.8425
H1 -2.6741 1.1291 -0.6596
H2 -2.8458 -0.4912 -1.3362
H3 -2.3133 -0.2245 0.4494
H4 -0.1214 -0.0063 3.2059
H5 0.6917 2.0631 2.6973
H6 -1.6662 1.3415 1.7970
H7 2.3435 2.1966 0.9230
H8 2.6841 0.5133 -0.8208
H9 2.7841 -0.1866 1.4846
H10 -0.1812 -3.0699 -0.7829
H11 1.7663 -2.1489 -1.8202
H12 -0.2998 -2.3328 -3.1268
H13 -0.1693 0.8906 -2.2435

Energy above the lowest of the compared OMol25 structures with the same formula, charge and spin: 0.4594 eV
HOMO energy: -8.99 eV
LUMO energy: 0.74 eV
Kohn-Sham gap: 9.7 eV
Net charge: 0

Entry 2:
Density functional theory data (the ωB97M-V functional and the def2-TZVPD basis) for a cluster of 6 separate species, CH13O5S in total.

Element x y z (Å)
C1 -1.2975 -0.1454 1.4590
S1 0.2795 0.6791 1.1583
H1 -2.0651 0.6049 1.6679
H2 -1.5834 -0.8772 0.6977
H3 -1.1449 -0.8054 2.3200
H4 1.5053 -2.8553 0.5578
H5 1.0057 -1.4319 0.5700
O1 1.0646 -2.2196 -0.0083
H6 -2.7588 -1.3698 -4.1506
H7 -1.3961 -1.6884 -4.7420
O2 -2.2593 -2.0667 -4.5500
H8 -0.9388 3.6738 3.0206
H9 -0.5934 2.2127 3.0174
O3 -1.3235 2.8210 3.2020
H10 0.5749 -0.1151 -1.3153
H11 0.7052 -0.9247 -2.4985
O4 0.8172 0.0081 -2.2456
H12 3.6116 1.2897 1.1498
H13 2.4957 1.3317 0.2460
O5 3.3011 1.8784 0.4440

Energy above the lowest of the compared OMol25 structures with the same formula, charge and spin: 1.1446 eV
HOMO energy: -3.47 eV
LUMO energy: 3.25 eV
Kohn-Sham gap: 6.7 eV
Net charge: -1

Entry 3:
Density functional theory data (the ωB97M-V functional and the def2-TZVPD basis) for a cluster of 6 separate species, CH13O6 in total.

Element x y z (Å)
C1 -1.7767 -0.9124 -0.4912
O1 -0.4148 -0.6270 -0.2990
H1 -1.9295 -1.9385 -0.0738
H2 -2.4261 -0.4161 0.2817
H3 -1.9265 -0.8632 -1.5512
H4 2.7940 1.5818 -4.7839
H5 3.0080 2.5410 -6.1129
O2 3.0671 2.4162 -5.1620
H6 0.6410 -0.7737 -1.5798
H7 0.4610 -1.7954 -2.9200
O3 1.0348 -1.3326 -2.3027
H8 -0.6084 -1.8384 4.8957
H9 -0.4609 -0.5145 4.0146
O4 -0.7700 -0.8886 4.8597
H10 -0.1988 -0.3901 0.7731
H11 0.8188 0.1684 2.4213
O5 0.0666 -0.3483 2.1261
H12 -0.6034 1.1809 1.8242
H13 -0.0801 2.6617 1.8092
O6 -0.6961 2.0887 2.2709

Energy above the lowest of the compared OMol25 structures with the same formula, charge and spin: 1.8798 eV
HOMO energy: -5.16 eV
LUMO energy: 2.91 eV
Kohn-Sham gap: 8.1 eV
Net charge: -1

Entry 4:
Density functional theory data (the ωB97M-V functional and the def2-TZVPD basis) for a cluster of 8 separate species, CH14F3O10S in total.

Element x y z (Å)
C1 12.9207 -20.1310 -1.4481
F1 12.8375 -20.4937 -2.6930
F2 13.7369 -19.1077 -1.2878
F3 11.7706 -19.7111 -0.9890
S1 13.6115 -21.5949 -0.4143
O1 12.9013 -22.7832 -0.8887
O2 15.0560 -21.6219 -0.6400
O3 13.2380 -21.2413 0.9574
O4 12.4954 -19.2899 2.4683
H1 12.8222 -19.5805 3.3197
H2 13.0139 -19.7818 1.8316
O5 16.7890 -21.9063 1.2851
H3 16.2869 -22.1983 0.5243
H4 16.1939 -21.3228 1.7558
O6 13.1768 -16.5235 0.1528
H5 13.6647 -17.3369 0.2815
H6 12.2638 -16.8008 0.0771
O7 11.3767 -23.9575 -2.9461
H7 11.8284 -23.7233 -2.1354
H8 11.9406 -23.6188 -3.6415
O8 12.0288 -24.3496 1.0460
H9 11.2498 -23.9472 1.4301
H10 12.2420 -23.7929 0.2971
O9 17.4208 -22.0292 -2.1855
H11 16.8506 -21.3118 -1.9090
H12 18.2875 -21.7860 -1.8601
O10 15.6605 -23.5075 -3.5462
H13 16.4431 -24.0268 -3.7311
H14 15.9662 -22.8113 -2.9648

Energy above the lowest of the compared OMol25 structures with the same formula, charge and spin: 0.6102 eV
HOMO energy: -7.55 eV
LUMO energy: 2.87 eV
Kohn-Sham gap: 10.4 eV
Net charge: -1

Entry 5:
Density functional theory data (the ωB97M-V functional and the def2-TZVPD basis) for a cluster of 6 separate species, CH14N2O5 in total.

Element x y z (Å)
H1 -1.7721 -0.6383 1.5877
N1 -1.2787 -1.1987 0.8393
C1 -1.4825 -1.1997 -0.4008
N2 -0.5039 -1.9825 -1.1439
H2 -2.1455 -0.6817 -1.1407
H3 -0.6790 -2.4366 -1.9087
H4 0.0554 -2.4861 -0.4921
O1 0.0254 1.9070 1.4431
H5 0.9899 2.2728 1.3861
H6 0.0704 1.1913 2.0409
O2 1.0355 2.6699 -1.2424
H7 0.8526 1.9407 -0.6370
H8 0.6586 2.3582 -2.0416
O3 0.4169 0.4015 3.5702
H9 1.3506 0.5138 3.7045
H10 0.3173 -0.4878 3.2045
O4 -0.4574 1.2170 -5.4060
H11 0.4571 1.3265 -5.4206
H12 -0.8710 2.0847 -5.0279
O5 0.8680 -1.9884 2.5976
H13 1.5741 -2.7210 2.6958
H14 0.5184 -2.0625 1.7918

Energy above the lowest of the compared OMol25 structures with the same formula, charge and spin: 2.1576 eV
HOMO energy: -9.82 eV
SMILES: [H]/N=C/N.O.O.O.O.O
LUMO energy: 0.49 eV
Kohn-Sham gap: 10.3 eV
Net charge: 0

Entry 6:
Density functional theory data (the ωB97M-V functional and the def2-TZVPD basis) for a cluster of 5 separate species, CH14N3O4 in total.

Element x y z (Å)
N1 1.8284 0.9156 1.6235
C1 1.6062 0.1215 0.5562
N2 2.4438 -0.9123 0.3194
N3 0.5943 0.4252 -0.2260
H1 1.4880 1.8635 1.6815
H2 2.6238 0.6801 2.1945
H3 2.1747 -1.6180 -0.3444
H4 3.3555 -0.7795 0.7167
H5 0.3050 -0.2929 -0.8941
H6 -0.1503 1.0690 0.0070
H7 -1.7471 3.0539 0.9319
H8 -0.6777 3.9077 0.4315
O1 -0.8159 2.9855 0.6874
H9 -0.5457 -2.0997 -1.9188
H10 0.1497 -3.3583 -1.4917
O2 0.0485 -2.4311 -1.2248
H11 -1.8223 0.2330 -2.8204
H12 -2.1920 -0.5690 -1.6183
O3 -1.4218 -0.1449 -2.0291
H13 -1.6852 -0.8239 1.0931
H14 -2.9222 -1.5454 1.3203
O4 -2.6376 -0.6800 1.0047

Energy above the lowest of the compared OMol25 structures with the same formula, charge and spin: 0.5041 eV
HOMO energy: -14.65 eV
LUMO energy: -2.67 eV
Kohn-Sham gap: 12.0 eV
Net charge: +1

Question: Which formula does entry 1 have?
Answer: CH13NSi4

Question: What is the Kohn-Sham gap in the second record?
Answer: 6.7 eV